Record 1
46
Properties=species:S:1:pos:R:3:forces:R:3 method="wB97M-V/def2-TZVPD" total_charge=-2 de_lowest_ev=0.9570 gap_ev=8.648 e_homo_ev=-3.698 lumo_energy_ev=4.95
C 26.835000 8.249000 0.694000 0.5 -0.8 1.9
O 27.064000 7.941000 1.979000 0.4 1.0 -2.7
O 27.704000 9.031000 0.057000 -2.2 -2.7 1.6
O 25.818000 7.684000 0.212000 1.0 1.8 -0.5
O 26.086000 9.706000 3.502000 -0.3 2.6 2.6
H 26.897000 9.954000 3.996000 -0.7 -0.3 -0.5
H 26.370000 8.995000 2.970000 0.5 -1.7 -1.2
O 29.855000 7.447000 0.382000 0.1 0.2 0.2
H 29.594000 6.754000 -0.223000 -0.2 -0.4 -0.2
H 29.031000 7.976000 0.472000 0.7 -0.4 0.2
O 29.878000 10.274000 -0.445000 1.6 0.0 0.1
H 29.241000 9.589000 -0.223000 -0.1 0.2 0.3
H 30.654000 9.764000 -0.727000 -0.3 0.2 0.2
O 28.916000 7.587000 3.660000 0.5 1.3 2.0
H 29.256000 6.754000 3.440000 0.8 -1.7 -0.6
H 28.267000 7.778000 2.986000 -0.4 0.5 -0.9
O 23.845000 9.320000 -0.432000 -0.8 0.5 -0.3
H 23.131000 8.693000 -0.307000 -0.2 0.0 0.0
H 24.530000 8.940000 0.122000 0.4 -0.2 0.1
O 27.497000 5.449000 1.310000 0.9 -0.7 -1.6
H 27.247000 4.951000 2.066000 -0.4 0.0 1.0
H 27.362000 6.402000 1.441000 0.0 -0.3 0.8
O 28.635000 11.097000 -2.584000 -0.3 0.1 0.0
H 29.093000 10.894000 -1.743000 0.2 0.3 -0.5
H 27.718000 10.889000 -2.309000 0.0 0.2 -0.5
O 27.489000 11.061000 1.519000 -0.2 -0.2 0.3
H 27.656000 10.208000 1.005000 -0.2 1.8 1.2
H 26.733000 10.883000 2.122000 0.7 -0.1 -0.6
O 26.243000 10.592000 -1.312000 -0.5 0.3 -0.4
H 26.775000 9.988000 -0.769000 0.2 0.4 -0.1
H 25.474000 10.039000 -1.467000 -0.5 0.1 -0.3
O 25.901000 6.380000 3.737000 0.6 -1.3 0.4
H 26.526000 5.703000 4.098000 -0.6 1.3 -0.5
H 26.379000 6.906000 3.039000 -0.5 -0.3 0.6
O 23.493000 7.676000 2.244000 -0.8 1.6 1.0
H 22.776000 7.259000 2.725000 0.1 -0.2 0.0
H 23.741000 7.081000 1.563000 0.3 -1.3 -0.9
O 28.196000 7.964000 -2.224000 0.3 -1.4 -2.2
H 28.202000 8.414000 -1.401000 -0.1 0.7 1.0
H 29.106000 7.854000 -2.517000 -0.2 0.3 0.1
O 24.576000 5.517000 0.765000 -1.0 -0.4 -0.2
H 24.999000 4.985000 1.421000 0.2 -0.9 0.8
H 25.151000 6.289000 0.836000 0.4 0.8 -0.5
O 26.248000 5.845000 -1.516000 -0.5 -0.9 -0.1
H 26.107000 6.512000 -0.817000 0.5 0.3 -0.9
H 25.657000 5.177000 -1.139000 0.2 -0.1 -0.3



Record 2
10
Properties=species:S:1:pos:R:3:forces:R:3 method="wB97M-V/def2-TZVPD" de_lowest_ev=4.0086 gap_ev=9.484 e_homo_ev=-8.597 lumo_energy_ev=0.89
C -2.508740 -0.793696 -0.015822 -0.1 -0.2 0.2
N -1.288547 -0.461632 0.022808 -0.2 -1.7 0.0
O -1.133611 0.871584 -0.002330 0.2 1.8 -0.1
C 0.153001 1.365550 -0.010267 0.2 0.2 0.3
N 1.288847 0.836814 0.017239 -0.5 0.0 -0.2
S 1.783526 -0.755506 -0.011124 0.2 -0.4 0.1
H -2.734964 -1.853752 0.035124 0.1 0.1 -0.1
H -3.318533 -0.070773 -0.049848 0.1 0.1 -0.1
H 0.077010 2.455045 0.013686 -0.1 -0.3 -0.1
H 0.641291 -1.472487 0.073854 0.2 0.2 0.0



Record 3
8
Properties=species:S:1:pos:R:3:forces:R:3 method="wB97M-V/def2-TZVPD" total_charge=-1 de_lowest_ev=0.7749 gap_ev=8.018 e_homo_ev=-4.608 lumo_energy_ev=3.41
C -0.658274 0.680909 -0.224415 1.0 2.2 -1.1
O 1.778607 -2.006847 -0.521731 0.7 -1.1 -1.9
O 1.551420 -0.097827 0.913362 -1.1 -1.8 -0.6
O -0.418286 -0.548909 -0.772879 1.0 1.2 0.9
S 0.856906 -1.326501 0.331308 0.7 1.9 2.9
Br -2.354348 0.742335 0.710780 -1.4 -0.1 0.9
H 0.117988 1.069743 0.593890 -1.6 -1.1 -2.2
H -0.874015 1.487096 -1.030316 0.7 -1.4 1.1



Record 4
61
Properties=species:S:1:pos:R:3:forces:R:3 method="wB97M-V/def2-TZVPD" spin_multiplicity=3 total_charge=-2 de_lowest_ev=3.7245 gap_ev="6.090 / 5.742" e_homo_ev="-1.754 / -1.836" lumo_energy_ev="4.34 / 3.91"
Ti 0.181652 0.009469 1.813926 1.0 -1.9 -4.2
F -2.834848 1.744669 2.856226 -1.2 0.1 0.0
C -2.634048 2.843969 3.744226 -0.1 0.3 0.0
F -3.278448 3.877269 3.061926 -0.1 -0.1 0.0
F -3.515748 2.560569 4.773326 -0.1 0.0 -0.1
S -0.443548 2.365569 3.192326 -1.4 2.6 1.3
O 0.712052 1.525669 2.393326 2.4 1.7 0.6
O 0.289752 3.401369 3.897826 0.6 0.0 0.1
N -0.714648 1.181869 4.423226 0.0 -0.6 -0.4
S -1.076048 -0.257331 4.234826 -2.2 0.0 2.4
O -1.242348 -0.972931 5.469826 0.2 0.0 -0.1
O -0.277348 -1.040531 3.237026 0.2 -1.5 1.4
C -2.669748 -0.832331 3.276026 -0.1 -0.6 -0.5
F -2.360548 -0.727031 1.949326 -0.4 0.3 0.2
F -2.665548 -2.157731 3.525326 -0.2 -0.1 0.1
F -3.938848 -0.450331 3.426126 0.8 0.3 0.4
O 0.098552 -2.917131 -6.040374 0.3 0.3 -0.4
C -0.193548 -3.339531 -4.725474 0.0 -0.3 0.7
C 0.043852 -2.249731 -3.634974 0.1 -0.1 -0.5
C 1.509252 -1.770631 -3.706574 -0.4 0.3 0.1
O 2.439952 -2.836531 -3.804774 0.2 -0.4 0.1
C -0.240248 -2.832431 -2.290274 -0.1 -0.5 -0.6
Se 0.256952 -0.921531 -0.355774 0.2 -0.5 -1.3
C -0.893848 -1.090731 -3.940274 0.0 0.4 0.0
Se -0.365548 0.614469 -3.152474 0.0 0.2 0.4
H 0.989852 -2.549431 -6.007974 0.0 -0.1 -0.1
H 0.414952 -4.221831 -4.481174 -0.1 0.1 0.0
H -1.245948 -3.635331 -4.729474 0.0 0.1 0.1
H 1.690852 -1.186731 -2.798574 0.1 0.1 -0.3
H 1.666852 -1.128231 -4.579474 0.0 0.0 0.1
H 2.390852 -3.278031 -2.950574 0.2 -0.1 0.0
H 0.424752 -3.621231 -1.967374 0.2 -0.1 0.3
H -1.278448 -3.020931 -2.071574 -0.2 0.1 0.2
H -1.897348 -1.309331 -3.576774 0.0 -0.2 -0.1
H -0.923948 -0.906731 -5.016974 -0.1 -0.1 0.1
C 4.634252 -0.570731 2.018026 -0.3 0.3 0.1
C 3.284752 0.148969 1.871326 0.2 -0.1 -0.1
C 3.205952 0.847569 0.512426 -0.1 0.1 0.3
C 2.146652 -0.847631 2.041126 0.0 -0.1 0.0
H 5.456452 0.139869 1.947926 0.2 0.1 0.0
H 4.756152 -1.316831 1.232926 0.0 -0.1 -0.1
H 4.692652 -1.072431 2.982726 0.0 -0.1 0.1
H 3.205352 0.913669 2.657526 0.0 -0.1 -0.1
H 3.112352 0.117869 -0.293674 0.0 0.0 0.0
H 4.099852 1.448769 0.342526 0.1 0.2 -0.1
H 2.318952 1.492069 0.489826 0.3 -0.1 -0.2
H 2.160752 -1.256331 3.064226 0.0 0.1 -0.1
H 2.309152 -1.681331 1.340426 -0.1 0.1 0.2
C -2.700048 2.408869 -1.046574 0.1 0.0 0.1
C -1.733348 3.462669 -0.513774 0.0 -0.2 0.2
C -0.575048 2.584769 -0.061974 0.3 0.5 -0.1
O -1.210148 1.484569 0.587626 -0.2 0.0 -0.2
C -2.405348 1.193069 -0.162074 -0.6 -0.5 -0.1
H -2.468948 2.178769 -2.087074 0.0 0.0 0.1
H -3.740548 2.714069 -0.961474 -0.1 0.0 0.0
H -2.165048 3.965369 0.352326 0.1 0.1 0.0
H -1.443048 4.187869 -1.271174 0.1 0.1 0.0
H 0.094352 3.066769 0.657726 -0.1 -0.1 -0.2
H -0.009648 2.220769 -0.935374 0.0 0.0 0.3
H -3.210248 1.009669 0.550826 0.2 0.1 0.0
H -2.235748 0.288669 -0.760274 0.0 0.2 0.1



Record 5
14
Properties=species:S:1:pos:R:3:forces:R:3 method="wB97M-V/def2-TZVPD" de_lowest_ev=9.0925 gap_ev=6.383 e_homo_ev=-8.029 lumo_energy_ev=-1.65
C 2.546137 -0.033163 0.440095 -1.0 -0.6 1.3
C 1.049088 0.205614 0.045329 3.3 -1.3 0.7
C -0.657750 1.427582 -0.209403 -0.4 4.9 -0.2
C -1.104847 0.201366 -0.182596 -4.0 0.0 0.1
C -0.048017 -0.639226 -0.177127 3.6 -2.6 2.0
H 3.405583 0.547943 -0.199977 -2.5 -1.3 1.8
H 2.709873 -1.193504 0.414659 0.0 2.3 0.1
H 2.414655 0.313851 1.620544 1.3 -0.8 -3.0
H -1.184826 2.245720 -0.780055 1.0 -0.5 1.6
H -2.178341 -1.127134 -1.245504 -1.7 3.0 4.1
H -1.202165 -2.381179 1.170478 2.8 1.2 -3.1
O 0.723075 1.500980 0.136314 -2.5 -0.9 -2.6
O -2.446364 -0.165270 -0.133391 2.5 -3.5 -5.2
O -0.110765 -2.008051 -0.062664 -2.4 0.2 2.2



Record 6
16
Properties=species:S:1:pos:R:3:forces:R:3 method="wB97M-V/def2-TZVPD" spin_multiplicity=2 total_charge=+1 de_lowest_ev=5.5047 gap_ev="7.781 / 8.549" e_homo_ev="-13.530 / -14.805" lumo_energy_ev="-5.75 / -6.26"
C -2.210859 0.380283 0.446804 -0.4 0.7 -3.4
C -1.522074 -0.300925 -0.611630 0.9 3.4 -1.0
C -0.075217 0.028835 -0.806945 -0.5 -1.4 0.9
C 0.511587 -1.267395 -0.196076 1.1 2.9 -0.2
C 0.815499 0.111298 0.379339 1.1 0.4 -1.5
C 2.290506 0.548841 0.070393 -1.5 -0.6 -1.3
H -3.180959 0.100738 0.731140 -1.2 -0.8 0.3
H -1.989778 1.444961 0.596805 1.1 -0.8 0.9
H -1.577929 -0.642114 0.535448 0.7 -1.3 3.1
H -1.793525 -1.043186 -1.315295 -1.3 -0.9 0.0
H 0.297231 0.592336 -1.652750 -0.1 -0.9 -0.7
H 0.392890 -1.928697 0.633721 -0.8 -1.2 -0.4
H 0.301842 0.236178 1.276799 -0.1 0.7 1.9
H 2.618831 1.628306 0.068047 -1.0 -1.1 0.0
H 2.302655 0.086292 -1.023000 1.4 1.0 2.3
H 2.819298 0.024247 0.867201 0.7 -0.1 -0.7



Record 7
20
Properties=species:S:1:pos:R:3:forces:R:3 method="wB97M-V/def2-TZVPD" de_lowest_ev=8.6004 gap_ev="7.735 / 7.440" e_homo_ev="-8.737 / -7.733" lumo_energy_ev="-1.00 / -0.29"
C -0.802448 0.729062 -0.165334 0.5 0.8 -2.8
C 1.451555 -0.081003 0.351416 -0.3 -0.2 -1.1
C -0.715310 1.031153 -1.505463 0.0 -1.0 2.7
C 0.252786 0.209685 0.719572 -2.0 0.5 0.4
C 0.936392 -0.562885 -2.022504 -5.3 -0.9 1.5
C -0.234511 0.098300 2.165938 0.4 -1.9 -1.0
N 0.320998 0.595497 -2.307483 1.4 2.4 -1.3
N 0.218853 -1.733735 -1.787819 1.5 0.1 -0.3
N 2.236312 -0.543606 -2.174168 4.1 0.8 -0.3
O 2.925276 -1.573229 -2.128556 -0.2 -0.7 0.0
O 2.734243 0.610882 -2.348942 0.7 -0.3 -0.5
H -1.687980 1.118600 0.268303 -0.7 0.1 0.7
H 2.279757 -0.495755 0.817593 1.6 -0.5 0.6
H -1.447242 1.635095 -1.977940 -0.6 0.4 -0.4
H -0.843739 -0.868688 2.190207 0.8 1.2 0.3
H -0.925883 0.919388 2.288439 0.2 0.3 0.9
H 0.682505 0.003247 2.790153 -1.2 0.4 0.2
H 1.073230 1.361267 -2.620458 -1.8 -2.3 0.8
H 0.935319 -2.432125 -1.571293 -0.8 -0.2 0.1
H -0.745798 -1.847181 -1.396242 1.8 0.9 -0.6



Record 8
72
Properties=species:S:1:pos:R:3:forces:R:3 method="wB97M-V/def2-TZVPD" gap_ev=10.124 e_homo_ev=-9.870 lumo_energy_ev=0.25
C 0.376152 -2.038578 -2.071730 0.6 0.2 -0.2
O -1.078577 -2.047531 -1.870074 -0.9 -0.4 -0.1
P -1.846451 -2.094673 -3.264189 1.5 -0.4 -1.7
O -0.949634 -1.746155 -4.348785 0.6 0.2 -0.9
O -3.095104 -1.049298 -3.311883 1.2 -0.1 1.5
P -2.867443 0.304068 -2.349450 -1.4 0.0 1.2
O -3.674564 0.213471 -1.129289 -0.5 0.0 0.4
O -2.356990 -3.620737 -3.520392 -1.3 1.3 2.2
P -3.910619 -4.018627 -2.947690 -1.0 -1.0 -1.1
O -3.730396 -5.580295 -2.460831 0.3 1.5 0.2
Cl -4.230687 -3.046161 -1.117336 0.7 -0.4 -0.2
H 0.913441 -2.332540 -1.160568 -0.9 0.1 0.0
H 0.721655 -2.744335 -2.855112 -1.5 1.4 1.3
H 0.641727 -0.998752 -2.339718 -0.1 -1.5 0.2
H -3.342130 1.388752 -3.106424 0.6 -0.4 -0.6
H -1.528133 0.433899 -1.951803 0.1 -0.1 -1.0
H -3.441537 -5.547799 -1.534887 0.2 -0.5 0.1
C 1.297608 2.421044 -1.466096 0.1 0.1 0.1
Cl 0.977147 1.021331 -2.496824 0.0 1.2 -0.5
Cl -0.184638 3.003874 -0.701683 0.2 -0.2 -0.1
H 2.003099 2.130683 -0.694365 -0.1 -0.1 0.0
H 1.717307 3.216973 -2.072708 -0.1 0.0 0.0
C -1.953538 6.416710 -1.211208 -0.1 0.0 0.0
Cl -0.241400 6.356041 -1.649535 0.0 0.1 0.0
Cl -2.411010 5.108964 -0.108527 -0.2 0.3 0.0
H -2.150710 7.364536 -0.723862 0.1 0.0 0.1
H -2.547448 6.333412 -2.114266 0.1 -0.1 0.0
C 4.334991 -0.187873 0.009350 0.2 -0.2 0.0
Cl 3.777806 1.170324 1.000019 0.1 -0.2 0.0
Cl 3.066889 -0.776307 -1.072426 0.3 0.5 0.5
H 5.178814 0.139072 -0.587572 -0.1 0.1 0.0
H 4.636173 -0.996429 0.666582 -0.1 0.0 0.0
C -2.990905 -7.976176 0.434711 0.0 -0.2 -0.1
Cl -1.571570 -8.359048 -0.544149 0.0 0.0 0.0
Cl -2.971682 -6.281976 0.959193 -0.1 0.1 -0.1
H -3.883981 -8.147014 -0.156426 0.0 0.1 -0.1
H -2.996903 -8.610774 1.311524 0.1 0.1 0.0
C 3.844563 4.735468 2.199620 0.1 -0.1 -0.1
Cl 3.314053 6.077884 3.222159 0.1 0.0 0.1
Cl 2.546287 4.184919 1.132281 -0.1 0.2 0.1
H 4.680989 5.065539 1.593282 -0.1 0.0 0.0
H 4.150686 3.912037 2.834002 -0.1 0.0 0.0
C -6.887833 1.767171 -1.767465 0.0 -0.1 0.1
Cl -8.593222 2.146781 -2.038946 0.0 0.0 0.0
Cl -5.865967 2.422350 -3.054420 0.0 0.0 0.0
H -6.577210 2.198715 -0.823492 0.0 0.1 -0.1
H -6.765755 0.690755 -1.740980 0.0 0.0 -0.1
C 7.013617 6.510094 3.006479 0.0 0.1 0.1
Cl 6.890432 4.877325 3.673365 0.0 0.0 0.1
Cl 7.393976 6.477354 1.279891 0.0 0.1 0.0
H 6.064032 7.015798 3.146792 0.0 -0.1 -0.1
H 7.799613 7.042487 3.529558 0.1 -0.1 -0.1
C -3.500293 -6.964349 4.469645 0.1 0.1 0.1
Cl -4.497771 -6.548804 5.865492 0.0 0.0 0.0
Cl -3.961087 -8.533098 3.787958 0.0 0.0 0.0
H -3.626880 -6.203492 3.709018 -0.1 -0.1 0.0
H -2.462596 -7.011201 4.781263 0.0 -0.1 0.0
C 3.720358 -3.828464 -3.629398 0.1 -0.1 -0.1
Cl 1.973395 -3.698621 -3.877911 1.4 -1.0 -1.2
Cl 4.161033 -3.541718 -1.936512 0.2 -0.6 -0.2
H 4.042682 -4.824293 -3.911741 -0.1 0.0 0.1
H 4.214917 -3.088645 -4.248648 -0.1 0.1 0.1
C 0.709172 -5.132433 1.535831 0.1 -0.1 -0.1
Cl 1.815260 -5.813800 2.736458 0.0 -0.1 0.0
Cl 1.108454 -3.454034 1.160275 0.0 0.0 0.1
H 0.774187 -5.720408 0.626653 0.1 0.0 0.0
H -0.294847 -5.169564 1.928581 -0.1 0.0 0.1
C 1.309199 9.050749 4.609507 -0.1 0.0 -0.1
Cl 2.387362 8.268353 5.771840 0.0 0.0 0.0
Cl 1.785473 10.725410 4.305673 -0.1 0.0 0.0
H 1.346012 8.501374 3.675000 0.1 0.0 0.0
H 0.300984 9.040257 5.007348 0.1 0.1 0.1